Molecular formula: C3H9N2S
Method: DFT, ωB97M-V/def2-TZVPD

```
15
Properties=species:S:1:pos:R:3:nbo_charge:R:1
C 1.44 0.32 1.10 0.0282
C -0.27 -1.55 -1.04 -0.8487
C -1.46 0.51 0.49 -0.2457
N -1.37 1.56 -0.40 -0.8286
N 1.84 -0.57 0.25 -0.5840
S -1.38 -1.14 0.22 0.6344
H 1.54 1.35 1.00 0.2205
H 1.13 -0.07 2.08 0.2221
H -0.15 -0.86 -1.80 0.2071
H -0.24 -2.52 -1.29 0.2324
H -2.12 0.65 1.33 0.2454
H -1.43 2.56 -0.07 0.4227
H -1.31 1.58 -1.48 0.4343
H 2.22 -0.31 -0.60 0.4140
H 1.56 -1.51 0.20 0.4460
```

Properties
Highest occupied orbital energy (alpha / beta) ... -11.4904 / -11.4891 eV
LUMO level (alpha / beta) ... -4.44 / -4.44 eV
Total charge ... +1
Relative energy (zero: lowest compared OMol25 entry of this formula, charge and spin) ... 4.090 eV
Electronic energy ... -627.019755 hartree

Molecular formula: C7H15N
Method: DFT, ωB97M-V/def2-TZVPD

```
23
Properties=species:S:1:pos:R:3:nbo_charge:R:1
C -0.20 2.74 1.12 -0.6431
C 0.44 1.50 0.95 -0.2253
C -0.37 0.40 0.82 0.0234
C -1.82 0.42 1.24 -0.6683
C 0.07 -1.05 0.68 -0.4402
C -0.24 -1.36 -0.76 -0.4303
C 0.99 -1.79 -1.52 -0.1930
N 1.52 -0.93 -2.57 -0.8868
H -1.26 2.86 1.10 0.2289
H -0.04 3.06 2.17 0.2125
H 0.52 3.44 0.39 0.2116
H 1.58 1.46 0.98 0.2098
H -1.85 0.73 2.29 0.2283
H -2.23 -0.60 0.97 0.2165
H -2.38 0.94 0.55 0.2165
H -0.36 -1.70 1.54 0.2071
H 1.10 -1.23 0.82 0.2038
H -1.03 -2.18 -0.95 0.2119
H -0.59 -0.44 -1.16 0.2223
H 0.88 -2.89 -1.99 0.1826
H 1.66 -2.08 -0.76 0.1609
H 1.82 -1.30 -3.47 0.3787
H 1.81 0.01 -2.44 0.3722
```

Properties
Highest occupied orbital energy ... -8.3815 eV
LUMO level ... 1.05 eV
Relative energy (zero: lowest compared OMol25 entry of this formula, charge and spin) ... 3.368 eV
Electronic energy ... -330.344145 hartree

Molecular formula: C24H22N3
Method: DFT, ωB97M-V/def2-TZVPD

```
49
Properties=species:S:1:pos:R:3:nbo_charge:R:1
C 0.34 0.77 -3.14 -0.3766
C 1.45 1.60 -3.28 0.2059
N 2.45 2.21 -3.45 -0.3771
N -0.92 1.26 -3.44 -0.2120
C -2.01 0.42 -3.61 -0.0123
C -3.28 0.92 -3.72 -0.2060
C -3.50 2.31 -3.74 -0.2185
C -2.39 3.15 -3.70 -0.1990
C -1.12 2.63 -3.57 -0.0177
H 0.48 -0.32 -3.13 0.2354
H -1.78 -0.65 -3.65 0.2277
H -4.12 0.23 -3.79 0.2414
H -4.50 2.72 -3.77 0.2362
H -2.48 4.23 -3.75 0.2426
H -0.23 3.26 -3.59 0.2478
C -1.65 1.82 1.58 -0.6864
C -1.13 0.45 1.72 0.3816
N -1.87 -0.51 2.33 -0.2903
C -3.27 -0.38 2.74 -0.4196
C -1.14 -1.71 2.40 0.1106
C 0.11 -1.48 1.79 -0.0051
C 1.01 -2.53 1.69 -0.1913
C 0.65 -3.79 2.18 -0.2012
C -0.61 -4.00 2.75 -0.1838
C -1.53 -2.96 2.89 -0.2207
C 0.14 -0.08 1.36 -0.2118
C 1.12 0.59 0.64 0.0705
C 2.52 0.27 0.65 -0.0917
C 3.18 -0.34 1.75 -0.1720
C 4.51 -0.75 1.67 -0.2209
C 5.21 -0.59 0.48 -0.1255
C 4.63 0.09 -0.60 -0.2236
C 3.33 0.58 -0.47 -0.1389
H -0.86 2.49 1.22 0.2503
H -2.48 1.84 0.85 0.2545
H -2.03 2.22 2.53 0.2581
H -3.61 -1.35 3.10 0.2357
H -3.39 0.37 3.54 0.2313
H -3.89 -0.07 1.89 0.2258
H 1.99 -2.36 1.26 0.2316
H 1.35 -4.62 2.09 0.2334
H -0.88 -5.00 3.10 0.2340
H -2.51 -3.09 3.33 0.2263
H 0.80 1.42 0.01 0.2307
H 2.62 -0.45 2.69 0.2283
H 4.99 -1.18 2.55 0.2354
H 6.22 -1.01 0.39 0.2336
H 5.19 0.23 -1.53 0.2446
H 2.91 1.17 -1.28 0.2487
```

Properties
Highest occupied orbital energy ... -9.7403 eV
LUMO level ... -4.75 eV
Total charge ... +1
Relative energy (zero: lowest compared OMol25 entry of this formula, charge and spin) ... 1.823 eV
Electronic energy ... -1091.720862 hartree

Molecular formula: H16IO8
Method: DFT, ωB97M-V/def2-TZVPD

```
25
Properties=species:S:1:pos:R:3:nbo_charge:R:1
I 0.35 -0.06 -0.01 -0.9982
O 1.07 0.92 -5.35 -0.9420
H 0.88 1.00 -4.42 0.4821
H 0.32 1.33 -5.78 0.4598
O 4.48 -0.01 2.71 -0.9512
H 3.84 0.14 2.02 0.4869
H 3.97 -0.39 3.43 0.4637
O -0.17 -4.48 2.81 -0.9422
H 0.17 -4.33 3.70 0.4585
H -0.13 -3.62 2.39 0.4834
O -2.49 -0.82 4.68 -0.9435
H -1.73 -1.14 5.17 0.4612
H -2.15 -0.61 3.82 0.4822
O 3.95 -3.44 -1.87 -0.9463
H 4.63 -3.45 -1.20 0.4620
H 3.27 -2.87 -1.51 0.4842
O 0.12 5.37 0.69 -0.9389
H 0.84 5.86 1.08 0.4578
H 0.38 4.45 0.77 0.4810
O -3.94 -0.88 -2.91 -0.9462
H -3.07 -0.93 -2.52 0.4844
H -3.78 -0.55 -3.80 0.4616
O -3.48 3.20 -1.24 -0.9429
H -4.32 2.91 -1.59 0.4602
H -3.00 2.39 -1.05 0.4824
```

Properties
Highest occupied orbital energy ... -4.5567 eV
LUMO level ... 2.53 eV
Total charge ... -1
Relative energy (zero: lowest compared OMol25 entry of this formula, charge and spin) ... 1.576 eV
Electronic energy ... -909.296341 hartree

Question: Among the records above, which one has the highest relative energy (zero: lowest compared OMol25 entry of this formula, charge and spin)?
Answer: C3H9N2S